Here is a structure of composition C19H35FNO14S2V from OMol25. Energies are from wB97M-V/def2-TZVPD.

Last column: Löwdin charge in e.
Geometry (Å):
V: 28.08 -21.00 -5.01  1.213
S: 26.15 -19.76 -7.93  0.948
S: 30.58 -20.07 -2.84  0.978
F: 29.26 -18.24 -12.57  0.035
O: 26.81 -20.37 -6.71  -0.656
O: 32.77 -16.48 -5.14  0.026
O: 29.86 -18.13 -6.36  0.031
O: 34.81 -24.34 -6.57  0.023
O: 32.82 -23.54 -6.72  0.035
O: 26.56 -14.82 -6.84  0.117
O: 29.15 -20.31 -3.32  -0.657
O: 32.89 -18.62 -4.42  0.074
O: 34.54 -22.13 -6.94  0.125
O: 30.65 -19.41 -7.93  0.020
O: 27.14 -12.70 -6.37  0.023
O: 28.69 -14.12 -6.78  0.030
O: 33.07 -18.00 -6.60  0.036
O: 29.68 -20.31 -6.23  -0.186
N: 30.10 -19.24 -6.83  -0.480
C: 29.70 -17.18 -11.83  -0.272
C: 29.98 -14.84 -11.56  -0.065
C: 30.41 -16.35 -9.75  -0.093
C: 27.38 -13.96 -6.67  -0.626
C: 32.55 -15.96 -3.85  -0.049
C: 30.56 -20.26 -1.04  -0.234
C: 30.78 -18.27 -2.88  -0.245
C: 30.39 -15.07 -10.24  -0.077
C: 26.02 -17.98 -7.61  -0.217
C: 33.22 -19.30 -7.12  -0.049
C: 27.42 -19.69 -9.20  -0.216
C: 29.61 -15.91 -12.36  -0.017
C: 31.94 -22.44 -6.62  -0.056
C: 25.78 -12.33 -6.24  -0.034
C: 30.06 -17.46 -10.53  -0.014
C: 29.13 -15.46 -6.82  -0.075
C: 36.21 -24.22 -6.72  -0.045
C: 32.90 -17.79 -5.31  -0.596
C: 34.10 -23.24 -6.80  -0.612
H: 29.74 -19.83 -0.46  0.074
H: 28.09 -18.88 -8.90  0.032
H: 36.58 -25.20 -7.03  0.096
H: 30.20 -15.51 -6.97  0.088
H: 30.70 -16.54 -8.73  0.081
H: 30.35 -17.87 -3.80  0.057
H: 30.54 -21.31 -0.76  0.059
H: 25.27 -12.96 -5.51  0.098
H: 25.45 -17.75 -6.72  0.069
H: 30.07 -13.86 -12.02  0.108
H: 30.94 -22.86 -6.50  0.089
H: 27.99 -20.61 -9.08  0.069
H: 31.95 -21.89 -7.56  0.096
H: 30.68 -14.26 -9.58  0.106
H: 32.50 -14.87 -3.96  0.106
H: 28.93 -15.98 -5.88  0.088
H: 30.32 -17.81 -2.01  0.077
H: 31.59 -16.21 -3.40  0.069
H: 36.72 -23.96 -5.79  0.099
H: 32.15 -21.68 -5.87  0.080
H: 32.95 -19.31 -8.17  0.102
H: 30.06 -18.44 -10.09  0.089
H: 28.56 -16.03 -7.55  0.072
H: 32.66 -20.08 -6.60  0.040
H: 29.41 -15.75 -13.41  0.121
H: 31.84 -18.01 -2.95  0.023
H: 25.64 -11.36 -5.77  0.097
H: 34.26 -19.63 -7.04  0.100
H: 25.34 -12.37 -7.23  0.103
H: 33.40 -16.11 -3.19  0.115
H: 31.46 -19.79 -0.66  0.071
H: 36.53 -23.51 -7.48  0.096
H: 27.00 -17.53 -7.46  0.035
H: 25.60 -17.59 -8.54  0.076
H: 27.10 -19.55 -10.23  0.078

Output
* net charge: +1
* LUMO level (alpha / beta): -4.126 / -4.257 eV
* 2S+1: 4
* orbital gap (alpha / beta): 6.84 / 6.71 eV
* HOMO level (alpha / beta): -10.97 / -10.97 eV
* strongest force on any atom: 0.060 hartree/bohr

Here is a cluster of 5 separate species, C4H19N3O5 in total from OMol25. Energies are from wB97M-V/def2-TZVPD.

Last column: Löwdin charge in e.
Geometry (Å):
O: -0.65 2.55 0.98  -0.096
O: 2.11 2.85 -0.84  -0.059
O: 2.50 -0.17 -0.67  -0.040
O: -2.15 -2.67 -1.28  0.050
O: 2.43 1.32 1.55  -0.039
N: -1.72 0.46 -1.08  -0.117
N: -0.97 -2.36 0.45  0.083
N: 0.79 -2.18 2.17  0.012
C: -0.27 -1.44 1.48  -0.209
C: -1.91 -1.90 -0.39  -0.536
C: -2.46 -0.49 -0.37  -0.216
C: -1.79 0.44 -2.62  -0.071
H: -1.47 1.46 -2.89  0.063
H: 2.92 0.68 -0.61  -0.007
H: 0.67 -2.50 3.14  0.085
H: -1.08 -1.21 2.11  0.100
H: -1.11 -0.39 -3.04  0.094
H: 3.34 -0.60 -0.76  0.047
H: -3.42 -0.68 -0.84  0.118
H: 1.65 0.73 1.42  0.041
H: -2.87 0.24 -2.89  0.092
H: -0.70 0.37 -0.81  0.110
H: 0.36 2.56 1.09  0.035
H: 1.61 -2.38 1.67  0.048
H: -0.95 2.79 0.07  0.049
H: -0.51 -3.25 0.40  0.120
H: 3.02 2.71 -0.53  0.037
H: 0.26 -0.56 1.01  0.087
H: 3.26 1.01 1.32  0.000
H: 1.75 2.92 0.06  -0.001
H: -2.63 -0.30 0.71  0.122

Output
* LUMO level: -0.175 eV
* energy relative to the best compared isomer or geometry (same formula, charge and spin): 268.2 kJ/mol
* SMILES: CNCC(=O)NCN.O.O.O.O
* orbital gap: 8.20 eV
* HOMO level: -8.37 eV
* strongest force on any atom: 0.101 hartree/bohr

Here is a cluster of 2 separate species, C11H15N in total from OMol25. Energies are from wB97M-V/def2-TZVPD.

Last column: Löwdin charge in e.
Geometry (Å):
N: 1.02 -0.54 -1.28  0.101
C: -0.63 -2.32 -1.72  -0.071
C: -0.09 -1.45 0.49  -0.162
C: 0.84 -0.51 1.05  -0.268
C: -0.13 2.79 -0.37  -0.128
C: -1.62 -3.22 0.35  -0.086
C: -0.87 -2.40 1.16  -0.059
C: -0.03 -1.35 -0.92  -0.224
C: -1.48 -3.24 -1.14  -0.076
C: 1.45 0.15 -0.03  -0.016
C: 0.84 -0.27 2.49  -0.085
C: -0.02 4.31 -0.90  -0.118
H: -1.81 -3.98 -1.99  0.124
H: -0.33 4.37 -1.93  0.049
H: -2.25 -4.02 0.97  0.129
H: -0.17 2.59 0.61  0.014
H: -0.18 0.09 2.86  0.104
H: 1.33 -0.27 -2.13  0.093
H: 1.23 -1.28 2.92  0.112
H: -1.02 -2.31 2.19  0.088
H: 1.57 0.40 3.04  0.087
H: -0.46 -2.46 -2.78  0.102
H: 2.39 0.71 -0.01  0.116
H: 0.70 2.30 -0.75  -0.006
H: -0.39 4.98 -0.26  -0.013
H: 1.16 4.54 -0.99  0.103
H: -1.03 2.40 -0.94  0.091

Output
* LUMO level: 0.903 eV
* energy relative to the best compared isomer or geometry (same formula, charge and spin): 297.7 kJ/mol
* SMILES: Cc1c[nH]c2ccccc12.CC
* orbital gap: 8.88 eV
* HOMO level: -7.98 eV
* strongest force on any atom: 0.134 hartree/bohr

Here is a cluster of 2 separate species, C21H30Br2F4I2NO4S in total from OMol25. Energies are from wB97M-V/def2-TZVPD.

Last column: Löwdin charge in e.
Geometry (Å):
I: 3.36 -3.94 1.54  0.803
I: 2.59 0.53 -1.13  0.931
Br: -1.76 6.84 -1.12  0.616
Br: -0.30 3.87 -2.75  0.696
S: -0.86 -1.64 5.21  0.802
F: -2.77 -2.71 3.09  0.024
F: -3.61 1.11 -1.05  -0.005
F: -1.96 0.92 0.92  -0.036
F: -4.51 -0.44 2.21  -0.055
O: -1.12 -1.65 -2.15  -0.167
O: 1.95 2.15 -6.15  -0.128
O: 0.17 -0.38 -3.85  -0.194
O: 1.95 -0.75 3.62  -0.174
N: -1.60 -2.31 2.49  -0.041
C: -0.05 -2.06 0.18  0.039
C: 1.97 0.73 3.52  -0.180
C: 1.82 0.91 -5.34  -0.190
C: -1.46 -2.49 0.96  0.046
C: 0.95 -1.29 2.68  -0.087
C: 0.04 -2.28 -1.44  -0.150
C: 3.65 -2.80 -1.48  -0.204
C: 1.21 -1.46 1.03  -0.084
C: 2.69 -1.04 0.44  -0.692
C: -0.75 -0.34 -2.70  -0.241
C: -2.02 4.08 -1.86  -0.678
C: 0.46 0.97 -4.37  -0.222
C: -3.91 -0.72 0.85  -0.063
C: -2.77 -3.15 0.20  -0.115
C: 2.41 2.01 5.94  -0.126
C: -2.62 5.43 -2.16  -0.691
C: 1.32 1.50 4.82  -0.213
C: -0.51 -1.75 3.37  -0.285
C: -3.19 0.41 0.21  0.008
C: 3.67 -2.29 0.07  -0.747
C: -4.12 -2.22 0.23  -0.106
H: 2.35 3.18 6.00  0.084
H: -3.06 -4.17 0.75  0.142
H: 1.48 2.91 -5.69  0.092
H: -0.42 1.33 -5.08  0.148
H: 1.03 -1.97 -1.95  0.093
H: 4.78 -1.92 0.29  0.108
H: 1.75 -0.01 -6.10  0.144
H: -0.09 -3.45 -1.64  0.159
H: -2.65 3.28 -2.26  0.047
H: 2.06 1.59 6.99  0.089
H: -1.85 3.91 -0.80  0.053
H: -4.92 -2.77 0.91  0.141
H: 2.81 0.73 -4.70  0.118
H: 0.72 1.74 -3.52  -0.008
H: 0.80 2.49 4.39  0.125
H: 3.89 -1.99 -2.29  0.063
H: -1.76 0.14 -3.11  0.160
H: -3.67 5.46 -1.85  0.062
H: 3.47 1.62 5.63  0.082
H: 4.51 -3.62 -1.58  0.100
H: 3.23 -0.47 1.35  0.088
H: -0.39 0.40 -1.84  0.106
H: 3.09 1.05 3.35  0.141
H: 1.35 1.02 2.55  0.135
H: 0.48 0.91 5.38  0.074
H: -2.24 -1.92 5.47  -0.062
H: -2.53 -3.47 -0.92  0.137
H: 2.65 -3.41 -1.70  0.082
H: -4.62 -2.10 -0.84  0.148
H: -2.55 5.72 -3.21  0.056

Output
* net charge: +1
* LUMO level: -4.891 eV
* orbital gap: 7.10 eV
* HOMO level: -12.00 eV
* strongest force on any atom: 0.109 hartree/bohr

Here is a cluster of 2 separate species, C5H7N3 in total from OMol25. Energies are from wB97M-V/def2-TZVPD.

Last column: Löwdin charge in e.
Geometry (Å):
N: 1.54 1.75 0.18  0.039
N: -1.73 -1.14 0.10  0.126
N: -1.26 1.19 -0.12  0.086
C: -2.85 -0.38 0.15  -0.112
C: -2.55 1.01 -0.08  -0.113
C: 0.55 -0.38 0.04  0.050
C: 1.49 -1.41 -0.08  -0.077
C: -0.76 -0.08 0.00  -0.426
H: 0.83 1.74 -0.59  -0.043
H: 2.39 -1.17 -0.46  0.041
H: -3.20 1.77 -0.30  0.079
H: -3.84 -0.87 0.22  0.112
H: 1.76 -1.78 0.93  0.121
H: 0.97 -2.26 -0.62  0.129
H: 0.94 2.13 0.97  -0.012

Output
* LUMO level (alpha / beta): -0.975 / -0.977 eV
* energy relative to the best compared isomer or geometry (same formula, charge and spin): 591.3 kJ/mol
* orbital gap (alpha / beta): 8.22 / 8.21 eV
* HOMO level (alpha / beta): -9.20 / -9.19 eV
* strongest force on any atom: 0.112 hartree/bohr

Here is the molecule C16H28N2O2Si from OMol25. Energies are from wB97M-V/def2-TZVPD.

Last column: Löwdin charge in e.
Geometry (Å):
Si: 5.18 1.40 1.19  0.505
O: -2.39 0.51 -1.08  -0.040
O: -1.10 -0.49 -2.63  0.075
N: 3.45 1.92 1.12  -0.024
N: -4.31 -1.80 -0.54  -0.162
C: 6.00 2.50 -0.06  -0.184
C: -1.18 0.21 -1.64  -0.432
C: -5.72 -1.30 -0.44  -0.265
C: -6.79 -2.27 0.01  -0.095
C: 5.97 1.70 2.86  -0.164
C: 1.34 0.43 -1.50  0.008
C: 2.45 0.84 -0.81  -0.028
C: -2.19 -2.35 0.62  -0.075
C: 1.05 1.74 0.94  -0.014
C: -0.05 1.36 0.22  -0.022
C: 2.33 1.47 0.42  -0.296
C: 5.43 -0.42 0.60  -0.168
C: -3.65 -1.46 -1.84  -0.142
C: -3.45 -1.50 0.62  -0.260
C: 0.06 0.69 -0.99  -0.137
C: -3.42 0.06 -1.98  -0.141
H: -1.73 -2.32 1.60  0.071
H: -7.79 -1.80 0.04  0.070
H: -6.87 -3.14 -0.67  0.081
H: 5.95 2.06 -1.05  0.022
H: -3.21 -0.41 0.70  0.109
H: -3.12 0.37 -2.99  0.125
H: -1.44 -2.05 -0.13  0.066
H: 6.19 -0.81 1.29  0.019
H: 5.43 3.43 0.05  0.031
H: -6.65 -2.63 1.02  0.060
H: -5.67 -0.40 0.19  0.110
H: 5.78 -0.51 -0.43  0.028
H: -6.00 -0.89 -1.42  0.105
H: 1.01 2.39 1.79  0.103
H: -2.70 -1.98 -1.99  0.104
H: 6.85 2.31 2.77  0.026
H: -1.06 1.53 0.56  0.118
H: 7.04 2.65 0.19  0.019
H: 3.44 0.74 -1.20  0.095
H: -4.04 -1.71 1.54  0.118
H: 1.46 -0.16 -2.38  0.112
H: 4.48 -0.93 0.71  0.016
H: -4.32 0.62 -1.68  0.122
H: 6.21 0.77 3.38  0.033
H: -2.50 -3.36 0.42  0.072
H: 3.27 2.61 1.81  0.067
H: -4.28 -1.85 -2.68  0.132
H: 5.22 2.22 3.46  0.023

Output
* LUMO level: 0.610 eV
* energy relative to the best compared isomer or geometry (same formula, charge and spin): 0.0 kJ/mol
* SMILES: CCN(CC)CCOC(=O)c1ccc(N[Si](C)(C)C)cc1
* orbital gap: 8.65 eV
* HOMO level: -8.04 eV
* strongest force on any atom: 0.039 hartree/bohr

| no. | DFT total energy (hartree) |
| --- | --- |
| 1 | -3692.92829 |
| 2 | -704.18627 |
| 3 | -482.80178 |
| 4 | -7713.94535 |
| 5 | -358.79315 |
| 6 | -1175.98487 |